# 1
The following is a DFT calculation (ωB97M-V with the def2-TZVPD basis set) of C3H6N2O in the gas phase.

The geometry in XYZ format:
```
12
Properties=species:S:1:pos:R:3:lowdin_charge:R:1
C 1.088 -1.481 0.783 -0.1198
N 0.173 -0.811 0.298 -0.0339
C -0.123 0.705 0.745 -0.0489
C -0.626 1.401 -0.576 -0.5568
N -0.683 0.873 -1.769 0.1720
O -0.880 2.601 -0.415 -0.0058
H 1.178 -2.534 0.254 0.0954
H 1.723 -1.459 1.640 0.0571
H 0.702 1.308 1.020 0.0860
H -0.934 0.624 1.574 0.1456
H -0.517 -0.086 -1.998 0.0945
H -1.183 1.361 -2.482 0.1147
```

Calculated values
SMILES string: C=NCC(N)=O
LUMO energy: 0.917 eV
HOMO-LUMO gap: 10.420 eV
Highest occupied orbital energy: -9.5 eV



# 2
The following is a DFT calculation (ωB97M-V with the def2-TZVPD basis set) of C20H22Br2MnN10O3S as an isolated structure.

The geometry in XYZ format:
```
59
Properties=species:S:1:pos:R:3:lowdin_charge:R:1
Mn 0.356 0.329 0.154 0.4912
C -3.471 -1.728 -3.854 -0.0910
C -3.471 -0.206 -3.812 -0.2579
N -2.172 0.352 -3.493 -0.0346
C -1.664 0.395 -2.239 -0.7789
S -0.099 1.115 -2.063 0.6802
N -2.394 -0.122 -1.287 0.0142
N -1.845 -0.005 -0.042 -0.0240
C -2.514 -0.568 0.903 -0.2573
C -3.735 -1.398 0.661 -0.0227
C -2.066 -0.299 2.284 -0.2037
C -2.727 -0.836 3.390 -0.0070
C -2.322 -0.473 4.662 -0.0599
C -1.272 0.419 4.805 -0.0582
C -0.669 0.894 3.651 -0.1358
N -1.049 0.556 2.428 0.0996
H -4.456 -2.098 -4.143 0.0685
H -3.216 -2.137 -2.878 0.0565
H -2.742 -2.092 -4.579 0.0724
H -4.203 0.150 -3.084 0.1050
H -3.759 0.192 -4.787 0.1098
H -1.636 0.813 -4.206 0.1036
H -3.725 -1.761 -0.362 0.0605
H -4.651 -0.818 0.802 0.0937
H -3.765 -2.250 1.338 0.0727
H -3.549 -1.523 3.263 0.1016
H -2.825 -0.881 5.529 0.1083
H -0.923 0.737 5.777 0.1023
H 0.160 1.591 3.720 0.1007
N -1.002 3.387 0.135 0.0360
N 0.216 4.044 0.276 -0.0142
C 1.254 3.416 0.869 -0.3819
N 2.312 4.179 1.174 0.2027
N 1.154 2.103 1.029 0.0872
N 2.047 1.437 1.832 -0.4012
O 1.765 0.246 1.903 0.0300
O 3.020 1.944 2.357 0.0699
H -1.038 2.835 -0.724 -0.0119
H -1.759 4.041 0.252 0.0898
H 0.455 4.806 -0.345 0.1522
H 2.178 5.172 1.256 0.1207
H 3.092 3.750 1.646 0.0926
Br 0.382 -4.728 0.067 0.7558
C 1.798 -3.545 -0.335 -0.6064
C 3.072 -4.069 -0.568 -0.1753
C 4.130 -3.255 -0.881 -0.6384
Br 5.834 -4.027 -1.200 0.7453
C 3.949 -1.855 -0.960 -0.1865
C 4.955 -0.916 -1.278 -0.0238
C 4.655 0.418 -1.325 -0.0394
C 3.344 0.830 -1.027 -0.1343
N 2.393 -0.018 -0.722 0.0279
C 2.659 -1.346 -0.702 -0.1294
C 1.522 -2.179 -0.407 -0.4081
O 0.366 -1.651 -0.244 -0.1501
H 3.214 -5.139 -0.502 0.0931
H 5.956 -1.270 -1.484 0.0784
H 5.403 1.156 -1.579 0.1036
H 3.075 1.882 -1.054 0.1058
```

Calculated values
Multiplicity: 2
LUMO energy (spin up / spin down): -0.540 / -0.530 eV
HOMO-LUMO gap (spin up / spin down): 6.271 / 6.247 eV
Highest occupied orbital energy (spin up / spin down): -6.8 / -6.8 eV



# 3
The following is a DFT calculation (ωB97M-V with the def2-TZVPD basis set) of C4H7NO2 as an isolated structure.

The geometry in XYZ format:
```
14
Properties=species:S:1:pos:R:3:lowdin_charge:R:1
C 1.115 -1.266 -0.103 -0.0244
C 0.424 0.019 -0.601 -0.6712
C 0.861 1.305 0.278 0.0084
O 0.248 0.175 -1.861 -0.1248
C -0.894 0.310 0.225 -0.2647
O -0.487 1.329 0.926 0.0697
N -2.155 -0.045 0.157 0.2474
H 2.136 -1.282 -0.503 0.0846
H 1.164 -1.335 0.993 0.0789
H 0.583 -2.141 -0.497 0.0792
H 0.958 2.199 -0.338 0.1234
H 1.626 1.237 1.056 0.1165
H -2.890 0.515 0.570 0.1358
H -2.399 -0.766 -0.509 0.1412
```

Calculated values
LUMO energy: 0.519 eV
HOMO-LUMO gap: 8.361 eV
Highest occupied orbital energy: -7.8 eV



Relative energy (zero: lowest compared OMol25 entry of this formula, charge and spin) list, top to bottom, in kcal/mol: 49.3, 33.2, 72.5